DFT (ωB97M-V with the def2-TZVPD basis set) results for a single C3H4O2 molecule.

```
9
C3H4O2, DFT ωB97M-V with the def2-TZVPD basis set
H -1.107 -0.084 1.846
O -1.673 -0.620 -0.700
H 0.800 0.007 1.230
O 1.766 -0.290 -0.586
H -0.351 1.435 0.968
C -0.355 0.352 1.098
C 0.735 -0.250 -1.193
C -0.646 -0.244 -0.184
H 0.831 -0.305 -2.479
```

Calculated values
* LUMO: 0.13 eV
* charge: 0
* energy above the lowest of the compared OMol25 structures with the same formula, charge and spin: 46.66 kcal per mole

=====

DFT (ωB97M-V with the def2-TZVPD basis set) results for a 2-piece molecular cluster, C5H7NO overall.

```
14
C5H7NO, DFT ωB97M-V with the def2-TZVPD basis set
C 0.096 -1.104 0.021
N -0.511 0.086 0.122
O -4.183 -0.104 -0.135
H 1.849 -2.242 -0.220
H 2.199 1.931 0.201
H -4.536 0.617 0.655
H 3.417 0.018 -0.046
H -3.278 -0.253 0.121
C 1.436 -1.260 -0.041
H -0.184 2.212 -0.396
C 2.290 -0.205 0.028
C 0.364 1.189 -0.091
H -0.635 -1.849 -0.164
C 1.676 0.965 -0.055
```

Calculated values
* LUMO: 0.57 eV
* charge: 0
* energy above the lowest of the compared OMol25 structures with the same formula, charge and spin: 57.01 kcal per mole